No. 1
{
  "formula": "C50H51BrCl2O27PS",
  "method": "ωB97M-V with the def2-TZVPD basis set",
  "total_charge": -1,
  "relative_energy_kcal_mol": 0.0,
  "homo_energy_ev": -5.619,
  "elements": ["Br", "Cl", "Cl", "S", "P", "O", "O", "O", "O", "O", "O", "O", "O", "O", "O", "O", "O", "O", "O", "O", "O", "O", "O", "O", "O", "O", "O", "O", "O", "O", "O", "O", "C", "C", "C", "C", "C", "C", "C", "C", "C", "C", "C", "C", "C", "C", "C", "C", "C", "C", "C", "C", "C", "C", "C", "C", "C", "C", "C", "C", "C", "C", "C", "C", "C", "C", "C", "C", "C", "C", "C", "C", "C", "C", "C", "C", "C", "C", "C", "C", "C", "C", "H", "H", "H", "H", "H", "H", "H", "H", "H", "H", "H", "H", "H", "H", "H", "H", "H", "H", "H", "H", "H", "H", "H", "H", "H", "H", "H", "H", "H", "H", "H", "H", "H", "H", "H", "H", "H", "H", "H", "H", "H", "H", "H", "H", "H", "H", "H", "H", "H", "H", "H"],
  "coordinates": [[-3.617, 0.546, -1.220], [-6.807, -3.863, -0.899], [-4.259, -0.453, 4.639], [-6.391, 1.428, 0.471], [-5.219, -0.609, 0.465], [-6.694, 1.364, 3.863], [2.885, -1.755, -4.742], [-4.813, 2.364, 9.940], [-5.699, 2.342, -3.551], [11.330, -2.823, -2.606], [11.415, -4.165, -0.402], [6.765, -3.831, 0.213], [13.503, -4.994, 1.686], [2.794, -0.369, -7.069], [6.671, -2.540, -2.034], [-8.552, 5.673, 3.469], [-6.794, 4.317, -4.822], [17.859, -3.757, 2.958], [7.506, -2.074, -5.381], [-2.475, -1.198, 2.903], [7.447, -0.737, -7.586], [-2.322, 6.327, 10.391], [13.062, -2.528, 1.153], [-1.758, 2.615, -6.096], [-4.264, 7.772, 9.502], [-7.197, 1.254, 6.375], [17.419, -1.275, 2.432], [-9.006, 5.583, 6.009], [-6.747, 3.809, 9.013], [0.236, -1.090, -5.324], [-2.823, 4.624, -7.332], [-8.440, -1.984, -1.436], [-3.438, 4.249, 10.237], [5.191, -1.954, -4.939], [-5.760, 4.453, 9.320], [14.189, -2.723, 1.564], [3.890, -0.746, -6.704], [15.210, -1.717, 1.747], [-0.124, -0.378, -4.141], [-7.861, -0.944, 1.786], [-4.879, 4.603, -6.169], [-4.169, 0.237, 1.932], [-5.642, 5.888, 9.197], [16.407, -2.099, 2.216], [-7.590, 3.519, 3.480], [-3.667, 2.347, -4.736], [-6.420, -1.439, 1.633], [-3.765, -2.965, -0.790], [-3.315, 5.680, 10.102], [-2.287, -3.301, -1.046], [5.106, -0.481, -7.455], [7.793, -2.882, -1.709], [7.916, -3.646, -0.405], [-0.235, -0.505, -6.534], [10.169, -3.027, -2.003], [16.728, -3.543, 2.554], [-1.848, -2.017, -3.224], [-6.264, -1.089, -1.148], [-3.461, -0.573, 2.950], [-1.432, -2.260, -1.766], [14.506, -4.169, 1.908], [6.278, -0.923, -6.986], [8.989, -2.597, -2.470], [9.098, -4.081, 0.057], [15.707, -4.545, 2.379], [-4.998, 2.824, -4.415], [6.382, -1.699, -5.694], [-8.489, 4.566, 5.570], [-8.159, 3.407, 6.364], [-4.588, 3.662, 9.868], [-7.565, 2.365, 5.761], [-1.568, -0.599, -3.725], [-8.181, 4.556, 4.086], [-3.962, -2.024, 0.402], [-2.983, 2.961, -5.708], [-7.240, 2.365, 4.283], [-5.571, 3.988, -5.197], [3.996, -1.523, -5.396], [10.289, -3.810, -0.713], [-3.546, 4.136, -6.478], [-4.493, 6.471, 9.565], [-7.301, -2.148, -1.189], [-2.901, -2.258, -3.384], [-2.597, 3.694, 10.627], [-5.714, 2.216, 9.586], [-7.911, -0.058, 2.418], [8.106, -1.177, -7.011], [15.944, -5.570, 2.626], [-1.819, -3.587, -0.098], [14.974, -0.690, 1.507], [5.293, -2.503, -4.015], [-8.945, 6.238, 4.165], [-8.374, -0.770, 0.843], [-0.409, -2.657, -1.781], [-6.412, -2.507, 1.413], [-5.946, 1.909, -0.690], [-4.211, -2.640, -1.730], [-2.277, -4.199, -1.680], [0.558, -0.696, -3.349], [-1.036, -1.105, -6.969], [-4.858, 0.901, 2.441], [-3.348, 7.897, 9.826], [-3.281, 1.509, -4.169], [2.057, -1.434, -5.203], [-6.772, 0.694, 5.687], [-1.520, 3.240, -6.810], [-4.152, -2.621, 1.299], [12.768, -4.465, 1.298], [8.879, -2.043, -3.391], [-2.207, -0.389, -4.593], [-5.556, -1.194, -1.972], [-1.828, 0.145, -2.970], [5.020, 0.078, -8.376], [-0.609, 0.507, -6.362], [-6.838, -0.201, -1.407], [-3.409, 0.867, 1.465], [-5.980, -1.368, 2.633], [-1.369, -1.319, -1.210], [9.196, -4.627, 0.984], [0.053, 0.695, -4.292], [18.150, -1.835, 2.767], [-4.213, -3.930, -0.547], [-5.276, 5.435, -6.733], [0.623, -0.474, -7.205], [6.079, -3.413, -0.348], [-8.432, -1.722, 2.307], [-7.361, 3.489, 2.423], [-7.027, 3.700, -4.096], [-6.487, 6.441, 8.811], [12.006, -3.242, -2.036], [-3.010, -1.518, 0.550], [-1.282, -2.701, -3.867], [-8.392, 3.422, 7.416]]
}

***

No. 2
{
  "formula": "C25H27AsBrFO2PtS",
  "method": "ωB97M-V with the def2-TZVPD basis set",
  "total_charge": -2,
  "relative_energy_kcal_mol": 11.8,
  "homo_energy_ev": -1.147,
  "elements": ["Pt", "Br", "As", "S", "F", "O", "O", "C", "C", "C", "C", "C", "C", "C", "C", "C", "C", "C", "C", "C", "C", "C", "C", "C", "C", "C", "C", "C", "C", "C", "C", "C", "H", "H", "H", "H", "H", "H", "H", "H", "H", "H", "H", "H", "H", "H", "H", "H", "H", "H", "H", "H", "H", "H", "H", "H", "H", "H", "H"],
  "coordinates": [[0.732, -1.016, -0.497], [-4.016, -5.845, -0.225], [-1.201, 1.647, 0.281], [2.809, 0.158, -0.428], [0.826, -0.602, -6.670], [0.770, 0.073, 3.598], [0.480, -0.839, 1.606], [0.775, -0.969, -2.485], [-2.685, -4.431, -0.342], [3.455, -0.159, 1.172], [0.893, 0.416, -4.523], [-0.752, -2.393, -0.494], [5.531, -0.413, 2.455], [-3.103, -3.124, -0.219], [1.220, -0.350, 2.522], [0.808, -0.720, -5.298], [-2.414, 1.023, 1.709], [-2.120, -2.138, -0.289], [4.864, -0.179, 1.271], [-3.001, 2.066, 2.649], [-2.336, 3.105, -0.451], [1.045, 3.446, 0.570], [3.429, -0.590, 3.561], [-3.534, 2.542, -1.210], [-0.077, 2.819, 1.393], [0.884, 0.277, -3.138], [-0.433, -3.761, -0.607], [2.734, -0.369, 2.367], [-1.369, -4.791, -0.531], [0.711, -1.970, -4.734], [4.809, -0.632, 3.628], [0.692, -2.076, -3.342], [5.426, -0.019, 0.357], [-2.442, -1.108, -0.183], [0.653, 4.053, -0.254], [0.600, -3.069, -2.918], [1.690, 2.676, 0.141], [-3.611, 2.806, 2.122], [-1.686, 3.670, -1.124], [2.829, -0.713, 4.454], [-3.206, 0.454, 1.216], [-3.640, 1.597, 3.405], [-2.653, 3.790, 0.342], [0.647, -2.846, -5.370], [-2.217, 2.604, 3.184], [0.975, 1.388, -4.996], [0.321, 2.199, 2.199], [0.965, 1.172, -2.532], [5.312, -0.820, 4.570], [6.616, -0.432, 2.465], [-4.180, 1.957, -0.548], [-3.210, 1.873, -2.011], [-1.079, -5.830, -0.615], [-1.798, 0.302, 2.251], [-4.147, -2.882, -0.069], [-4.153, 3.325, -1.659], [1.667, 4.101, 1.187], [0.606, -4.040, -0.755], [-0.710, 3.588, 1.843]]
}

***

No. 3
{
  "formula": "CH5FSi",
  "method": "ωB97M-V with the def2-TZVPD basis set",
  "total_charge": 0,
  "relative_energy_kcal_mol": 39.8,
  "homo_energy_ev": -10.461,
  "elements": ["Si", "F", "C", "H", "H", "H", "H", "H"],
  "coordinates": [[-0.822, -0.535, -0.118], [1.945, -0.298, -0.137], [0.777, 0.443, -0.006], [-0.544, -1.272, 1.266], [-1.227, -1.501, -1.141], [0.837, 1.589, -1.012], [-1.953, 0.572, 0.123], [0.987, 1.002, 1.025]]
}

***

No. 4
{
  "formula": "C30H41AsN10O2Ru",
  "method": "ωB97M-V with the def2-TZVPD basis set",
  "total_charge": 3,
  "multiplicity": 6,
  "homo_energy_ev": [-15.657, -15.654],
  "elements": ["Ru", "As", "O", "O", "N", "N", "N", "N", "N", "N", "N", "N", "N", "N", "C", "C", "C", "C", "C", "C", "C", "C", "C", "C", "C", "C", "C", "C", "C", "C", "C", "C", "C", "C", "C", "C", "C", "C", "C", "C", "C", "C", "C", "C", "H", "H", "H", "H", "H", "H", "H", "H", "H", "H", "H", "H", "H", "H", "H", "H", "H", "H", "H", "H", "H", "H", "H", "H", "H", "H", "H", "H", "H", "H", "H", "H", "H", "H", "H", "H", "H", "H", "H", "H", "H"],
  "coordinates": [[-0.449, 0.353, -0.538], [1.050, -1.305, 0.894], [-0.946, -1.603, -1.514], [-1.764, -2.450, 0.384], [-2.996, 1.007, -4.235], [1.627, 3.933, 0.728], [-3.487, 2.830, -2.729], [-2.516, 2.851, 2.344], [-1.823, -4.917, -0.381], [-0.521, 3.301, 1.313], [-1.403, 1.139, 1.221], [-2.150, 0.939, -1.945], [-4.540, 0.680, -2.403], [0.562, 2.241, -0.475], [0.950, -0.202, 3.658], [0.603, 3.127, 0.498], [-3.451, 0.274, -1.557], [1.783, 4.780, 1.918], [4.788, 0.750, -1.130], [2.303, -5.253, 0.044], [3.680, 0.387, -1.884], [-4.706, 2.134, -2.311], [2.560, -5.671, 1.348], [-1.393, -3.937, -1.432], [1.136, -0.398, 5.020], [3.710, -0.043, 0.879], [-2.393, 2.432, -1.890], [2.364, -4.818, 2.424], [2.588, -0.197, -1.250], [-1.375, -2.550, -0.781], [1.845, -2.674, 4.619], [1.228, -1.245, 2.790], [-1.897, 0.599, -3.404], [4.805, 0.529, 0.244], [1.890, -3.527, 2.209], [1.582, -1.628, 5.492], [-4.219, 0.333, -3.794], [1.828, -3.967, -0.190], [2.752, 3.955, -0.214], [1.623, -3.131, 0.896], [-1.501, 2.389, 1.609], [-3.187, 2.455, -4.117], [1.663, -2.495, 3.253], [2.593, -0.401, 0.131], [2.392, 4.029, -1.240], [-2.012, -4.328, 0.462], [2.941, -6.668, 1.524], [-2.284, 2.971, -4.447], [1.093, 4.496, 2.706], [2.790, 4.637, 2.304], [0.933, 0.403, 5.718], [-2.145, 0.553, 1.594], [-2.608, 2.695, -0.852], [-0.404, -4.204, -1.789], [-5.045, 0.633, -4.436], [1.724, -1.774, 6.554], [-4.015, 2.760, -4.754], [2.192, -3.621, 5.011], [3.348, 4.839, -0.010], [-3.670, 0.549, -0.522], [-1.477, 2.930, -2.210], [-2.576, 3.809, 2.651], [-2.669, -5.429, -0.630], [0.602, 0.754, 3.285], [-3.257, 2.236, 2.639], [-3.305, -0.802, -1.627], [1.649, 5.830, 1.659], [2.502, -5.919, -0.785], [-1.742, -0.476, -3.468], [3.377, 3.067, -0.094], [-2.085, -3.961, -2.271], [-0.989, 1.124, -3.711], [5.684, 0.788, 0.819], [3.730, -0.213, 1.949], [5.653, 1.182, -1.616], [-1.091, -5.592, -0.157], [-4.952, 2.407, -1.283], [1.672, -3.617, -1.204], [1.442, 2.205, -0.981], [3.682, 0.523, -2.958], [-0.628, 4.221, 1.712], [-5.528, 2.440, -2.956], [1.771, -0.573, -1.873], [2.593, -5.161, 3.424], [-4.087, -0.748, -3.876]]
}

***

No. 5
{
  "formula": "C22H10F6O2Ti",
  "method": "ωB97M-V with the def2-TZVPD basis set",
  "total_charge": 2,
  "homo_energy_ev": -14.862,
  "elements": ["Ti", "F", "F", "F", "F", "F", "F", "O", "O", "C", "C", "C", "C", "C", "C", "C", "C", "C", "C", "C", "C", "C", "C", "C", "C", "C", "C", "C", "C", "C", "C", "H", "H", "H", "H", "H", "H", "H", "H", "H", "H"],
  "coordinates": [[-0.655, -1.886, -3.584], [3.605, -3.002, -0.566], [3.030, -4.055, -2.383], [-2.856, -1.408, -1.945], [-1.182, -0.280, -2.788], [-4.389, -0.441, -0.440], [3.056, -1.882, -2.357], [0.608, 0.972, -1.511], [-1.101, 4.470, 1.587], [1.134, 1.897, 0.595], [0.223, 1.361, -0.425], [-0.712, 3.365, 1.304], [-1.309, -2.937, -0.282], [0.527, -1.869, -1.479], [-0.811, -1.866, -1.030], [2.448, 1.449, 0.674], [-3.491, 0.468, -0.094], [1.339, -2.964, -1.170], [-0.477, -3.996, 0.019], [-1.234, 1.328, -0.064], [-1.789, -0.782, -1.404], [2.838, 2.993, 2.476], [-2.157, 0.356, -0.532], [0.683, 2.900, 1.451], [0.844, -4.017, -0.428], [2.778, -2.976, -1.616], [-3.008, 2.420, 1.160], [-3.913, 1.476, 0.740], [1.536, 3.460, 2.385], [3.291, 1.990, 1.629], [-1.673, 2.336, 0.774], [4.308, 1.637, 1.698], [-0.859, -4.824, 0.597], [-3.320, 3.227, 1.807], [1.483, -4.855, -0.184], [-4.947, 1.511, 1.048], [3.512, 3.422, 3.203], [1.187, 4.250, 3.032], [0.970, -1.002, -1.951], [2.816, 0.694, -0.005], [-2.335, -2.940, 0.057]]
}

***

No. 6
{
  "formula": "C5H16N3",
  "method": "ωB97M-V with the def2-TZVPD basis set",
  "total_charge": 1,
  "relative_energy_kcal_mol": 44.7,
  "homo_energy_ev": -11.714,
  "elements": ["N", "N", "N", "C", "C", "C", "C", "C", "H", "H", "H", "H", "H", "H", "H", "H", "H", "H", "H", "H", "H", "H", "H", "H"],
  "coordinates": [[-2.510, 1.829, -0.208], [-0.281, 0.746, -1.002], [2.227, -1.474, 0.449], [0.344, 0.105, 0.184], [-2.656, 0.392, -0.623], [-1.450, 0.025, -1.506], [2.671, -1.573, 1.828], [1.853, -0.138, 0.042], [-2.837, 2.455, -0.946], [-0.136, -0.832, 0.478], [1.830, -1.308, 2.474], [-3.634, 0.191, -1.024], [-1.571, 0.132, -2.580], [2.432, 0.595, 0.599], [-2.527, -0.195, 0.280], [-1.311, -1.052, -1.345], [0.434, 0.778, -1.718], [2.884, -1.924, -0.169], [2.935, -2.603, 2.059], [3.506, -0.927, 2.125], [2.100, 0.019, -1.010], [-1.484, 1.963, -0.109], [0.154, 0.764, 1.041], [-2.971, 2.029, 0.680]]
}

***

No. 7
{
  "formula": "C11H13N2OP",
  "method": "ωB97M-V with the def2-TZVPD basis set",
  "total_charge": 0,
  "relative_energy_kcal_mol": 76.9,
  "homo_energy_ev": -7.779,
  "elements": ["P", "O", "N", "N", "C", "C", "C", "C", "C", "C", "C", "C", "C", "C", "C", "H", "H", "H", "H", "H", "H", "H", "H", "H", "H", "H", "H", "H"],
  "coordinates": [[-1.833, 1.804, -0.098], [-2.881, -0.733, -0.059], [0.084, -0.433, 0.223], [1.273, -1.336, -1.552], [4.134, 0.697, -0.155], [-0.961, -0.138, 1.003], [-4.259, -1.153, -0.109], [2.017, 0.899, 1.053], [-2.081, -1.128, 1.023], [1.409, -0.038, 0.274], [3.456, -0.171, -1.072], [3.328, 1.257, 0.844], [2.141, -0.568, -0.794], [-0.526, 2.120, -1.152], [0.135, -1.269, -0.873], [-4.565, -0.942, -1.147], [3.804, -0.738, -1.904], [-0.584, 3.039, -1.738], [-0.598, 0.252, 1.926], [-1.817, -2.253, 1.006], [0.435, 1.677, -1.077], [3.917, 1.971, 1.406], [5.129, 0.945, -0.338], [-0.918, -1.604, -1.180], [-2.549, -0.891, 1.992], [1.453, 1.341, 1.912], [-4.912, -0.474, 0.333], [-4.229, -2.136, 0.255]]
}

***

No. 8
{
  "formula": "C9H16FeN6O3S3",
  "method": "ωB97M-V with the def2-TZVPD basis set",
  "total_charge": 0,
  "relative_energy_kcal_mol": 0.0,
  "homo_energy_ev": [-7.361, -7.337],
  "elements": ["Fe", "S", "S", "S", "O", "O", "O", "N", "N", "N", "N", "N", "N", "C", "C", "C", "C", "C", "C", "C", "C", "C", "H", "H", "H", "H", "H", "H", "H", "H", "H", "H", "H", "H", "H", "H", "H", "H"],
  "coordinates": [[-0.437, -0.587, -1.095], [-1.480, -2.477, -0.163], [-0.261, -4.901, -1.559], [-2.216, 0.126, -2.521], [0.114, -2.332, -2.087], [0.970, 0.138, 3.354], [1.076, 0.324, -1.934], [-4.624, 1.941, -0.034], [-1.365, 0.627, 0.408], [-4.287, 1.404, -1.250], [1.117, 0.406, 2.006], [1.307, -0.011, -0.673], [-2.616, 1.068, -0.005], [3.387, 1.254, -0.628], [-3.456, 2.089, 2.142], [1.066, -2.664, -3.103], [-0.497, -3.309, -1.316], [2.249, 0.185, 1.454], [3.525, -0.257, 2.113], [-3.595, 1.720, 0.714], [-3.066, 0.856, -1.281], [2.289, 0.456, 0.001], [-2.619, 2.773, 2.290], [-4.940, 1.427, -2.013], [3.436, -0.574, 3.151], [4.241, 0.567, 2.096], [-0.794, 1.359, 0.822], [4.369, 0.904, -0.308], [1.744, -0.349, 3.673], [3.961, -1.084, 1.553], [3.311, 1.172, -1.710], [-1.452, -0.142, 1.066], [-4.372, 2.573, 2.469], [-3.281, 1.202, 2.754], [0.710, -3.522, -3.667], [3.313, 2.312, -0.361], [2.025, -2.898, -2.641], [1.148, -1.772, -3.716]]
}